Run 1
C7H10S | the ωB97M-V functional and the def2-TZVPD basis

The geometry in ORCA input format:
```
! wB97M-V def2-TZVPD RIJCOSX def2/J DEFGRID3
* xyz 0 1
C 0.5922 -0.0017 -0.3474
C 0.0438 1.1071 -0.0196
C 2.0582 0.5390 -0.3930
C 0.0484 -1.3708 -0.2121
C 1.3788 1.8666 0.0486
C -1.5523 -1.4573 0.1182
C -2.0161 -0.1704 0.7143
S -3.2116 0.8659 0.0520
H 2.6847 0.0270 0.2039
H 2.4424 0.6316 -1.3438
H 0.1122 -2.0395 -1.1030
H 0.6569 -1.9335 0.5656
H 1.6234 2.5969 -0.6699
H 1.7180 2.1824 1.0619
H -2.1097 -1.4620 -0.8905
H -1.7811 -2.3683 0.6709
H -1.8748 -0.1344 1.7278
H -2.5668 1.9624 0.4602
*
```

Output
- HOMO-LUMO gap (spin up / spin down) (Eh) = 0.307 / 0.267

Here are the Mulliken charges for atoms 1 to 8, given in e: number 1, C, carries 0.459; number 2, C, carries -0.396; number 3, C, carries -0.923; number 4, C, carries -0.643; number 5, C, carries -0.195; number 6, C, carries -0.536; number 7, C, carries -0.400; number 8, S, carries -0.203


Run 2
C7H10S | the ωB97M-V functional and the def2-TZVPD basis

The geometry in ORCA input format:
```
! wB97M-V def2-TZVPD RIJCOSX def2/J DEFGRID3
* xyz 0 1
C 2.6613 0.9395 -0.0664
C 1.6094 -0.1323 -0.3853
C 0.3996 0.1526 0.5226
C -0.6478 -0.9545 0.4276
C -1.8258 0.0136 0.0568
C -2.9179 -0.2293 -0.8568
C -3.2246 -0.0571 0.4251
S -0.7754 1.5122 0.0870
H 3.4793 0.8484 -0.9561
H 3.2370 0.5970 0.8761
H 2.3193 1.9906 -0.0757
H 1.4365 -0.1189 -1.5089
H 1.8613 -1.0970 -0.2733
H 0.8862 0.2094 1.4434
H -0.8948 -1.5612 1.2654
H -0.2897 -1.5957 -0.3033
H -3.2922 -0.4252 -1.7989
H -4.0215 -0.0922 1.1206
*
```

Output
- HOMO-LUMO gap (Eh) = 0.344

Here are the Mulliken charges for atoms 1 to 8, given in e: number 1, C, carries -1.037; number 2, C, carries -0.754; number 3, C, carries -0.027; number 4, C, carries -1.231; number 5, C, carries 0.809; number 6, C, carries -0.638; number 7, C, carries -0.525; number 8, S, carries -0.260


Verdict on stability: run 1 comes out at the bottom.


Run 1
CH2BrNO4 | the ωB97M-V functional and the def2-TZVPD basis

The geometry in ORCA input format:
```
! wB97M-V def2-TZVPD RIJCOSX def2/J DEFGRID3
* xyz 0 1
O 1.3072 -1.3393 1.0446
N 0.9084 -1.0118 -0.0152
O 1.2041 -1.4275 -1.0941
C -0.1128 0.2510 -0.0262
O -0.9053 0.2172 1.1150
O -0.7766 0.3159 -1.1848
Br 1.1598 1.8406 -0.0277
H -1.1054 1.1634 1.3221
H -1.6795 -0.0095 -1.1338
*
```

Output
- HOMO-LUMO gap (Eh) = 0.393

Here are the Mulliken charges for atoms 1 to 8, given in e: number 1, O, carries -0.497; number 2, N, carries 0.892; number 3, O, carries -0.511; number 4, C, carries 0.400; number 5, O, carries -0.468; number 6, O, carries -0.416; number 7, Br, carries -0.141; number 8, H, carries 0.400


Run 2
CH2BrNO4 | the ωB97M-V functional and the def2-TZVPD basis

The geometry in ORCA input format:
```
! wB97M-V def2-TZVPD RIJCOSX def2/J DEFGRID3
* xyz 0 1
O -1.7534 -2.2600 -0.3235
C -2.5712 -2.0125 0.4399
O -3.3710 -1.7722 1.2164
O 0.9629 3.7679 0.2441
N 1.4077 2.6860 0.4242
O 1.5449 1.9401 -0.7341
H 1.9105 1.0782 -0.4736
Br 1.5299 -1.4853 -0.1058
H 0.3396 -1.9422 -0.6875
*
```

Output
- HOMO-LUMO gap (Eh) = 0.389

Here are the Mulliken charges for atoms 1 to 8, given in e: number 1, O, carries -0.361; number 2, C, carries 0.680; number 3, O, carries -0.323; number 4, O, carries -0.297; number 5, N, carries 0.226; number 6, O, carries -0.290; number 7, H, carries 0.356; number 8, Br, carries -0.271


Verdict on stability: run 1 comes out at the bottom.


Run 1
C2H8N3O2 | the ωB97M-V functional and the def2-TZVPD basis

The geometry in ORCA input format:
```
! wB97M-V def2-TZVPD RIJCOSX def2/J DEFGRID3
* xyz 1 1
C 2.4517 0.8563 0.2324
O 1.1054 0.2602 -0.0070
N 0.1308 1.1578 -0.2048
N -1.1196 0.5972 -0.4645
N -2.0550 1.3715 -0.8123
O -1.3898 -0.7607 -0.6165
C -1.4100 -1.6231 0.5103
H 2.4104 1.3194 1.2177
H 2.7136 1.5249 -0.5747
H 3.0137 -0.0437 0.2484
H -3.0274 1.0022 -0.8800
H -1.8033 2.2871 -0.8619
H -2.1625 -1.3311 1.1783
H -0.4212 -1.5848 1.0097
H -1.5994 -2.6148 0.0619
*
```

Output
- HOMO-LUMO gap (spin up / spin down) (Eh) = 0.328 / 0.330

Here are the Mulliken charges for atoms 1 to 8, given in e: number 1, C, carries -0.395; number 2, O, carries -0.083; number 3, N, carries -0.412; number 4, N, carries 1.075; number 5, N, carries -0.581; number 6, O, carries -0.272; number 7, C, carries -0.438; number 8, H, carries 0.260


Run 2
C2H8N3O2 | the ωB97M-V functional and the def2-TZVPD basis

The geometry in ORCA input format:
```
! wB97M-V def2-TZVPD RIJCOSX def2/J DEFGRID3
* xyz 1 1
N 1.0136 1.5352 -0.4626
C 0.5206 0.2742 -0.0690
N 1.4690 -0.5354 0.3249
O 2.8447 -0.2666 -0.0979
C -0.9113 -0.4279 -0.5175
N -2.0919 0.3687 0.1234
O -1.2437 -1.7092 -0.2212
H 2.0623 1.5364 -0.3410
H 0.5149 2.0613 -1.1587
H 1.2728 -1.3831 0.7188
H 3.2572 -0.9813 0.3265
H -1.9697 1.3405 0.3138
H -2.4518 -0.0781 0.9518
H -2.8051 0.3761 -0.6095
H -1.4815 -2.1109 0.7182
*
```

Output
- HOMO-LUMO gap (Eh) = 0.313

Here are the Mulliken charges for atoms 1 to 8, given in e: number 1, N, carries -0.415; number 2, C, carries 0.323; number 3, N, carries -0.037; number 4, O, carries -0.413; number 5, C, carries -0.130; number 6, N, carries -0.313; number 7, O, carries -0.454; number 8, H, carries 0.305


Verdict on stability: run 1 comes out at the bottom.


Run 1
C8H16O | the ωB97M-V functional and the def2-TZVPD basis

The geometry in ORCA input format:
```
! wB97M-V def2-TZVPD RIJCOSX def2/J DEFGRID3
* xyz 0 1
C 1.3932 0.0225 0.2957
C 2.8682 0.0404 -0.1336
C 1.0910 -1.2268 1.1351
C 1.0561 1.2724 1.0613
C 0.2055 2.2099 0.6593
H 0.7723 -0.0079 -0.6036
H 1.5733 1.3889 2.0130
H 3.0803 0.9030 -0.7672
H 0.0404 -1.2621 1.4261
H 3.1183 -0.8647 -0.6918
H 3.5265 0.0901 0.7384
H 1.6957 -1.2385 2.0461
H 1.3149 -2.1339 0.5701
H -0.3167 2.1244 -0.2871
H 0.0197 3.0977 1.2517
C -2.6046 -0.3186 0.3338
C -2.0407 -0.7189 -0.9616
C -1.5570 -1.5617 -1.7999
O -1.6768 0.7173 -1.9103
H -2.4984 1.1462 -2.1945
H -1.9255 0.3529 0.8618
H -2.7497 -1.2213 0.9314
H -3.5703 0.1799 0.2226
H -1.3657 -0.3630 -2.5113
H -1.4502 -2.6283 -1.6854
*
```

Output
- HOMO-LUMO gap (Eh) = 0.369

Here are the Mulliken charges for atoms 1 to 8, given in e: number 1, C, carries 1.327; number 2, C, carries -1.659; number 3, C, carries -1.403; number 4, C, carries -0.294; number 5, C, carries -0.798; number 6, H, carries -0.083; number 7, H, carries 0.266; number 8, H, carries 0.380


Run 2
C8H16O | the ωB97M-V functional and the def2-TZVPD basis

The geometry in ORCA input format:
```
! wB97M-V def2-TZVPD RIJCOSX def2/J DEFGRID3
* xyz 0 1
C 0.9749 1.3339 0.3658
C -0.3692 0.9745 -1.4949
C -0.4504 -0.5942 1.3583
C -0.7732 -1.2527 -0.4225
C -1.3414 -1.6913 0.8847
C 2.1976 0.6960 -0.1906
C -1.5919 1.4245 -2.2124
C 0.7407 -1.0271 2.1613
O -0.0265 1.6816 -0.4389
H 1.0444 2.0060 1.2099
H 0.4134 0.4596 -2.0375
H -0.9547 0.3119 1.6587
H 0.1260 -1.7612 -0.7435
H -1.4816 -1.0904 -1.2218
H -2.4076 -1.5020 0.9950
H -1.0898 -2.6984 1.2255
H 2.0280 -0.3384 -0.5035
H 2.5692 1.2386 -1.0736
H 2.9882 0.6956 0.5580
H -2.2964 1.8776 -1.5136
H -1.3784 2.1540 -3.0027
H -2.0835 0.5710 -2.6896
H 1.3318 -0.1871 2.5260
H 0.4203 -1.6203 3.0296
H 1.4101 -1.6617 1.5722
*
```

Output
- HOMO-LUMO gap (spin up / spin down) (Eh) = 0.274 / 0.278

Here are the Mulliken charges for atoms 1 to 8, given in e: number 1, C, carries -0.158; number 2, C, carries -0.068; number 3, C, carries 0.175; number 4, C, carries -0.809; number 5, C, carries -0.555; number 6, C, carries -1.197; number 7, C, carries -1.209; number 8, C, carries -1.444


Verdict on stability: run 2 comes out at the bottom.